Record 1
Below is one molecule with the formula C5H9NO in a non-equilibrium geometry, with properties calculated with ωB97M-V with the def2-TZVPD basis set.

Last column: Löwdin charge in e.
Atoms and positions in Å:
C: -1.17932 -0.40408 -1.04801  -0.039
C: -0.84101 -0.13684 0.41306  -0.423
O: -0.74025 -1.33773 1.15808  -0.034
C: 0.51373 0.56951 0.62008  -0.316
C: 1.70708 -0.22781 0.08143  -0.049
C: 0.46648 1.91776 0.03514  -0.199
N: 0.41935 2.97136 -0.44120  0.156
H: -1.17984 0.52298 -1.63118  0.086
H: -2.17817 -0.84889 -1.12921  0.084
H: -0.46116 -1.10262 -1.48863  0.084
H: -1.61607 0.51413 0.84697  0.147
H: -1.54858 -1.84576 1.01715  0.099
H: 0.63299 0.69120 1.70364  0.151
H: 2.64732 0.24273 0.38147  0.086
H: 1.68963 -0.28651 -1.01086  0.084
H: 1.66781 -1.23944 0.49208  0.084

Computed properties:
ΔE to the lowest compared entry with this formula, charge and spin, kcal per mole: 21.2
Spin multiplicity: 1
Lowest unoccupied orbital energy, eV: 0.68

Record 2
Below is one molecule with the formula C5H9NO, with properties calculated with ωB97M-V with the def2-TZVPD basis set.

Last column: Löwdin charge in e.
Atoms and positions in Å:
C: 0.36449 -1.88781 -1.03724  -0.100
N: -0.06149 -1.32517 0.24239  -0.090
C: -1.49811 -0.97148 0.26766  -0.078
C: -0.44134 0.03445 0.22082  -0.218
C: 0.02224 1.27083 0.31422  -0.326
O: -0.79394 2.37613 0.31014  0.031
C: 1.46048 1.65837 0.52358  -0.013
H: 0.26498 -2.97525 -0.98172  0.080
H: 1.41309 -1.63464 -1.21470  0.078
H: -0.23904 -1.52780 -1.88836  0.083
H: -2.08332 -1.22984 -0.61729  0.103
H: -2.01125 -1.18800 1.20129  0.102
H: -1.70746 2.11128 0.15911  0.105
H: 1.64002 2.65338 0.11379  0.081
H: 1.67259 1.70294 1.59276  0.086
H: 2.15224 0.94057 0.08364  0.079

Computed properties:
ΔE to the lowest compared entry with this formula, charge and spin, kcal per mole: 70.0
Spin multiplicity: 1
Lowest unoccupied orbital energy, eV: 0.85

Record 3
Below is one molecule with the formula C5H9NO in a non-equilibrium geometry, with properties calculated with ωB97M-V with the def2-TZVPD basis set.

Last column: Löwdin charge in e.
Atoms and positions in Å:
C: 0.99438 1.40656 -0.49733  -0.088
C: 0.26065 -0.01202 -0.69910  -0.217
C: 0.58401 -1.47610 -0.17108  -0.097
C: -1.31574 -0.14772 1.03286  -0.211
C: -0.07243 0.73717 0.57596  -0.138
H: 0.65394 2.93230 -1.64097  -0.016
H: 1.83489 1.70468 -0.06140  0.075
H: -0.42144 0.24971 -1.43120  0.102
H: 0.35814 -2.43902 -0.74868  0.097
H: 1.66848 -1.76845 0.24453  0.132
H: -1.43220 -2.23358 0.81170  0.100
H: -2.27992 0.03673 0.36280  0.129
H: -1.72353 0.18244 1.95493  0.065
H: 0.82258 0.23515 1.21041  0.148
N: -0.69143 -1.49890 0.83437  -0.098
O: 0.75960 2.09105 -1.77778  0.017

Computed properties:
ΔE to the lowest compared entry with this formula, charge and spin, kcal per mole: 172.3
Spin multiplicity: 1
Lowest unoccupied orbital energy, eV: 0.96